79
Properties=species:S:1:pos:R:3 method="wB97M-V/def2-TZVPD" total_charge=+1 gap_ha=0.04409
O -1.204 0.748 1.831
C -0.818 0.955 0.541
F 0.610 1.303 0.191
N -1.883 0.769 -0.521
C -2.617 2.067 -0.819
O -2.038 3.270 -0.829
C -4.231 1.994 -1.096
C -5.287 1.906 0.154
O -6.256 0.951 -0.471
C -5.309 -0.086 -0.995
O -5.260 -1.396 -0.734
O -4.431 0.757 -1.866
H -1.519 0.309 -1.384
H -4.519 2.897 -1.783
H -4.849 1.552 1.204
H -5.890 2.884 0.376
Li 0.144 3.118 0.526
N 0.144 -1.788 2.767
O 0.269 -1.888 1.535
O 0.754 -0.898 3.382
O -0.590 -2.578 3.383
C -4.599 -4.639 -0.730
C -3.514 -4.273 0.268
O -2.845 -5.448 0.743
C -1.907 -5.964 -0.089
O -1.588 -5.516 -1.179
O -1.402 -7.083 0.487
C -0.456 -7.774 -0.324
H -5.279 -5.383 -0.305
H -5.175 -3.755 -1.016
H -4.171 -5.079 -1.635
H -3.971 -3.793 1.141
H -2.799 -3.558 -0.155
H 0.342 -7.106 -0.665
H -0.964 -8.236 -1.176
H -0.005 -8.567 0.280
N 3.567 -5.267 -4.125
C 3.930 -5.250 -2.803
C 2.783 -5.151 -2.048
C 1.690 -5.113 -2.945
C 2.202 -5.189 -4.221
H 4.206 -5.328 -4.907
H 4.971 -5.308 -2.514
H 2.739 -5.112 -0.967
H 0.641 -5.039 -2.688
H 1.714 -5.193 -5.186
Be -2.856 3.114 -3.032
O 1.050 -4.493 -7.567
C 0.134 -5.326 -8.082
C -1.045 -5.541 -7.019
O -1.952 -6.387 -7.527
H 0.476 -6.339 -8.357
H -0.364 -5.008 -9.015
H -1.396 -4.527 -6.758
H -0.548 -5.843 -6.080
Ca -7.056 -3.000 -1.185
C 0.972 8.175 1.361
C 2.076 7.808 2.292
O 1.861 6.437 2.535
C 1.261 5.967 1.406
O 1.167 4.784 1.122
O 0.784 6.983 0.625
F 1.959 8.472 3.465
H 0.044 8.429 1.884
H 1.241 9.005 0.702
H 3.080 7.956 1.879
F 6.904 8.828 7.603
C 6.130 7.940 6.965
C 6.308 6.582 7.205
C 5.499 5.657 6.545
C 4.527 6.100 5.645
C 4.360 7.465 5.407
C 5.162 8.391 6.075
H 7.073 6.256 7.902
H 5.624 4.593 6.732
H 3.899 5.378 5.127
H 3.606 7.808 4.702
H 5.040 9.456 5.909
Cl -0.356 6.161 2.903